1.
This record from the Open Molecules 2025 dataset describes a molecular structure, C41H36F5N2OSSiYb in a non-equilibrium geometry. The level of theory is wB97M-V/def2-TZVPD.

Summary:
Orbital gap (spin up / spin down), eV: 5.173 / 5.200
Max |F|, eV/A: 5.726
Highest occupied orbital energy (spin up / spin down), eV: -1.3099 / -1.3372
Total energy, Ha: -4114.3834
⟨S²⟩: 0.751
LUMO energy (spin up / spin down), eV: 3.86 / 3.86

```
! RIJCOSX wB97M-V def2-TZVPD def2/J DEFGRID3
* xyz -2 2
Yb 0.70 0.67 0.56
C -4.67 3.46 -3.42
C -3.14 3.34 -3.58
C -2.69 4.20 -4.78
C -2.83 1.87 -3.93
C -2.45 3.84 -2.30
C -2.63 5.16 -1.86
C -2.02 5.66 -0.70
C -1.19 4.80 0.03
S -0.31 5.10 1.48
C 0.29 3.48 1.47
N -0.14 2.75 0.46
C -0.98 3.48 -0.36
C -1.61 3.01 -1.53
C 1.20 2.98 2.53
C 1.66 3.75 3.61
C 2.52 3.22 4.57
C 2.95 1.89 4.47
C 2.51 1.11 3.41
C 1.65 1.65 2.46
H -5.20 3.08 -4.30
H -5.00 4.50 -3.28
H -5.02 2.89 -2.55
H -3.15 3.84 -5.72
H -1.60 4.16 -4.91
H -2.97 5.25 -4.67
H -3.35 1.56 -4.85
H -3.16 1.19 -3.13
H -1.76 1.71 -4.10
H -3.27 5.84 -2.42
H -2.18 6.68 -0.38
H -1.41 1.98 -1.80
H 1.35 4.79 3.72
H 2.86 3.84 5.40
H 3.62 1.48 5.22
H 2.83 0.07 3.32
C -0.77 -2.99 5.44
Si 0.07 -3.54 3.85
C -1.00 -4.84 3.02
C 1.74 -4.29 4.26
C 0.29 -2.07 2.70
C 0.43 -1.13 1.97
H -0.90 -3.84 6.12
H -1.75 -2.56 5.23
H -0.16 -2.23 5.95
H -1.14 -5.71 3.68
H -0.54 -5.19 2.10
H -1.99 -4.44 2.78
H 1.62 -5.15 4.93
H 2.38 -3.55 4.76
H 2.24 -4.63 3.35
N 1.25 -0.96 -0.90
C 2.34 -1.64 -1.03
C 3.52 -1.35 -0.14
C 4.44 -2.37 0.22
C 5.53 -2.10 1.05
C 5.72 -0.81 1.55
C 4.83 0.20 1.23
C 3.73 -0.06 0.39
C 2.35 -2.71 -2.08
C 3.54 -3.24 -2.62
C 3.50 -4.23 -3.61
C 2.28 -4.70 -4.09
C 1.09 -4.18 -3.58
C 1.12 -3.19 -2.60
H 4.31 -3.38 -0.13
H 6.22 -2.89 1.31
H 6.57 -0.61 2.20
H 4.98 1.20 1.62
H 3.08 0.76 0.15
H 4.51 -2.89 -2.30
H 4.42 -4.63 -4.01
H 2.25 -5.46 -4.85
H 0.14 -4.53 -3.96
H 0.18 -2.81 -2.23
F -6.37 -1.30 -1.55
C -5.13 -0.95 -1.18
C -4.04 -1.32 -1.95
F -4.24 -2.04 -3.07
C -2.75 -0.96 -1.56
F -1.74 -1.36 -2.36
C -2.47 -0.21 -0.39
O -1.29 0.12 -0.04
C -3.63 0.14 0.36
F -3.50 0.86 1.49
C -4.92 -0.22 -0.03
F -5.97 0.15 0.72
H 2.24 1.57 -0.31
*
```



2.
This record from the Open Molecules 2025 dataset describes a molecular structure, C41H36IN2O8TeV in a non-equilibrium geometry. The level of theory is wB97M-V/def2-TZVPD.

Summary:
Orbital gap (spin up / spin down), eV: 6.360 / 6.457
Energy relative to the best compared isomer or geometry (same formula, charge and spin), kJ/mol: 192.04
Max |F|, eV/A: 4.674
Highest occupied orbital energy (spin up / spin down), eV: -4.6512 / -4.6475
Total energy, Ha: -3805.2271
⟨S²⟩: 0.772
LUMO energy (spin up / spin down), eV: 1.71 / 1.81

```
! RIJCOSX wB97M-V def2-TZVPD def2/J DEFGRID3
* xyz -1 2
V -0.65 0.39 0.01
O 1.19 -3.45 1.17
C 1.12 -2.37 0.36
O 2.03 -1.59 0.25
C 0.04 -2.56 -0.71
O -1.20 -1.82 -0.63
C -2.00 -2.26 0.50
C -1.43 -1.76 1.82
O -2.00 -2.03 2.85
O -0.33 -1.08 1.66
H 1.84 -3.25 1.86
H -0.21 -3.62 -0.72
H 0.49 -2.27 -1.65
H -2.06 -3.35 0.50
H -3.00 -1.83 0.39
N -5.39 4.10 -4.38
C -4.67 3.53 -3.68
C -3.77 2.84 -2.79
C -3.58 1.47 -2.91
C -2.67 0.83 -2.08
C -1.93 1.52 -1.12
C -2.17 2.89 -0.99
C -3.07 3.55 -1.81
H -4.13 0.91 -3.66
H -2.52 -0.24 -2.21
H -1.65 3.47 -0.24
H -3.24 4.61 -1.70
I 7.17 0.45 -3.46
C 5.10 0.48 -3.12
C 4.24 0.29 -4.20
C 2.87 0.31 -3.98
C 2.37 0.53 -2.70
C 3.24 0.74 -1.64
C 4.62 0.72 -1.85
C 0.90 0.49 -2.48
O 0.12 0.33 -3.37
O 0.51 0.63 -1.21
H 4.63 0.11 -5.19
H 2.17 0.17 -4.79
H 2.84 0.89 -0.65
H 5.30 0.87 -1.02
C 3.83 9.26 -0.27
C 3.20 7.93 0.05
C 2.05 7.83 0.81
C 1.47 6.59 1.11
C 0.19 6.60 1.91
C 2.06 5.40 0.66
Te 1.07 3.35 0.92
N -0.52 1.72 1.32
C -1.70 1.44 1.84
O -2.36 0.51 1.24
C -2.32 2.13 2.99
C -3.18 1.42 3.83
C -3.80 2.07 4.89
C -3.58 3.43 5.10
C -2.75 4.14 4.24
C -2.12 3.49 3.20
C 1.78 3.11 2.92
C 1.19 3.81 3.97
C 1.54 3.58 5.29
C 2.52 2.64 5.58
C 3.12 1.94 4.54
C 2.76 2.15 3.21
C 3.42 1.30 2.15
C 3.20 5.50 -0.17
C 3.87 4.30 -0.78
C 3.76 6.75 -0.44
H 3.26 10.08 0.18
H 3.86 9.43 -1.35
H 4.85 9.31 0.10
H 1.58 8.73 1.18
H -0.26 7.60 1.93
H 0.37 6.29 2.95
H -0.53 5.91 1.48
H -3.33 0.36 3.64
H -4.46 1.52 5.55
H -4.06 3.93 5.93
H -2.61 5.21 4.39
H -1.47 4.03 2.51
H 0.42 4.54 3.76
H 1.05 4.12 6.08
H 2.81 2.44 6.60
H 3.88 1.20 4.77
H 4.23 0.71 2.57
H 3.83 1.93 1.35
H 2.70 0.62 1.69
H 3.16 3.66 -1.29
H 4.36 3.69 -0.01
H 4.63 4.60 -1.50
H 4.65 6.81 -1.07
*
```



3.
This record from the Open Molecules 2025 dataset describes a molecular structure, C41H37BBaBrF4N2O5S2Sb in a non-equilibrium geometry. The level of theory is wB97M-V/def2-TZVPD.

Summary:
Orbital gap, eV: 6.619
Energy relative to the best compared isomer or geometry (same formula, charge and spin), kJ/mol: 0.00
Max |F|, eV/A: 2.448
Highest occupied orbital energy, eV: -2.7456
Total energy, Ha: -6131.2973
LUMO energy, eV: 3.87

```
! RIJCOSX wB97M-V def2-TZVPD def2/J DEFGRID3
* xyz -2 1
Ba -1.51 -0.09 1.07
O -0.58 -3.27 -1.25
C -1.45 -2.77 -0.53
O -1.31 -2.45 0.70
C -2.87 -2.55 -1.12
C -3.96 -2.31 -0.05
C -5.34 -2.62 -0.63
C -5.58 -1.39 -1.53
C -4.27 -0.62 -1.33
O -3.98 -0.87 0.06
C -3.10 -1.31 -2.06
C -2.00 -0.23 -2.25
O -2.10 0.50 -3.24
O -1.15 -0.12 -1.31
H -3.08 -3.46 -1.69
H -3.74 -2.75 0.92
H -6.08 -2.67 0.17
H -5.35 -3.56 -1.18
H -6.42 -0.80 -1.18
H -5.74 -1.64 -2.58
H -4.34 0.46 -1.50
H -3.40 -1.61 -3.06
S 0.13 0.43 4.04
C -0.01 2.07 3.59
N -0.29 2.57 2.41
C -0.27 3.95 2.41
C -0.49 4.75 1.29
C -0.47 6.12 1.42
C -0.23 6.72 2.66
C 0.01 5.94 3.78
C -0.01 4.56 3.65
S 0.25 3.32 4.83
H -0.68 4.27 0.33
H -0.65 6.74 0.55
H -0.22 7.80 2.74
H 0.20 6.41 4.74
Br -4.50 5.50 2.66
C -3.90 4.51 1.17
C -3.90 5.07 -0.09
C -3.41 4.31 -1.14
C -2.93 3.04 -0.87
N -2.93 2.51 0.35
C -3.41 3.23 1.36
H -4.27 6.07 -0.25
H -3.39 4.69 -2.15
H -2.52 2.41 -1.66
H -3.41 2.76 2.34
F -3.41 0.34 2.73
B -4.83 0.31 3.02
F -5.01 0.86 4.30
F -5.26 -1.02 2.97
F -5.49 1.09 2.07
C 1.39 -3.32 2.26
C 2.68 -3.70 1.59
C 3.48 -4.69 2.16
C 4.69 -5.06 1.59
C 5.13 -4.43 0.43
C 4.34 -3.44 -0.14
C 3.12 -3.07 0.42
Sb 2.01 -1.43 -0.45
C 3.83 -0.25 -0.47
C 4.64 -0.13 -1.59
C 5.82 0.61 -1.56
C 6.21 1.23 -0.38
C 5.41 1.11 0.75
C 4.23 0.37 0.73
C 3.41 0.25 1.99
C 2.12 -2.03 -2.50
C 2.45 -3.33 -2.85
C 2.47 -3.74 -4.17
C 2.15 -2.83 -5.17
C 1.80 -1.53 -4.83
C 1.77 -1.11 -3.50
C 1.32 0.29 -3.17
H 1.13 -4.04 3.03
H 0.55 -3.25 1.55
H 1.46 -2.34 2.74
H 3.14 -5.17 3.06
H 5.29 -5.83 2.06
H 6.07 -4.70 -0.02
H 4.69 -2.94 -1.04
H 4.36 -0.62 -2.52
H 6.43 0.69 -2.45
H 7.12 1.81 -0.34
H 5.70 1.59 1.67
H 3.81 0.89 2.78
H 3.42 -0.78 2.35
H 2.37 0.53 1.85
H 2.67 -4.06 -2.07
H 2.72 -4.76 -4.43
H 2.16 -3.13 -6.21
H 1.52 -0.82 -5.60
H 1.13 0.85 -4.08
H 2.06 0.83 -2.59
H 0.39 0.27 -2.60
*
```



4.
This record from the Open Molecules 2025 dataset describes a molecular structure, C41H37BN6PbS2. The level of theory is wB97M-V/def2-TZVPD.

Summary:
Orbital gap (spin up / spin down), eV: 6.218 / 5.233
Energy relative to the best compared isomer or geometry (same formula, charge and spin), kJ/mol: 444.00
Max |F|, eV/A: 0.360
Highest occupied orbital energy (spin up / spin down), eV: -6.5216 / -5.7108
Total energy, Ha: -2927.1000
LUMO energy (spin up / spin down), eV: -0.30 / -0.48

```
! RIJCOSX wB97M-V def2-TZVPD def2/J DEFGRID3
* xyz 0 1
Pb 1.71 -0.56 -0.57
C 1.62 2.53 1.15
C 0.35 2.66 0.36
C 0.77 3.46 -0.83
C 2.09 3.70 -0.76
C 2.62 3.13 0.48
H 1.68 2.05 2.11
H -1.01 2.52 1.99
H 0.09 3.77 -1.62
H 2.68 4.25 -1.49
H 3.65 3.19 0.80
C -1.51 -4.05 -3.29
C -0.66 -2.82 -3.26
C 0.05 -2.20 -4.29
C 0.68 -1.12 -3.69
N 0.32 -1.09 -2.39
N -0.48 -2.14 -2.13
B -2.61 -1.54 -0.13
N -0.48 -1.29 1.89
N 0.75 -0.76 2.01
C 0.93 -0.53 3.30
C -0.22 -0.90 4.02
C -1.11 -1.39 3.09
C -2.48 -1.94 3.29
C 2.20 0.02 3.81
C 3.33 0.09 3.00
C 4.51 0.61 3.49
C 4.59 1.07 4.80
C 3.47 0.99 5.62
C 2.28 0.47 5.13
N -2.93 -0.14 -0.26
N -2.11 0.82 0.24
C -2.68 1.99 -0.08
C -3.89 1.77 -0.80
C -4.02 0.41 -0.90
C -5.05 -0.43 -1.55
C -2.11 3.24 0.32
C -0.86 3.23 1.17
C -0.52 4.58 1.73
C -1.13 5.71 1.34
C -2.20 5.67 0.39
C -2.68 4.45 -0.07
C 1.59 -0.10 -4.24
C 1.62 1.18 -3.70
C 2.51 2.13 -4.19
C 3.36 1.81 -5.24
C 3.32 0.54 -5.79
C 2.44 -0.41 -5.30
H -1.62 -4.42 -4.30
H -2.51 -3.84 -2.88
H -1.07 -4.84 -2.68
H 0.09 -2.49 -5.33
H -3.24 -2.45 -0.54
H -0.40 -0.82 5.08
H -2.83 -1.68 4.28
H -2.49 -3.03 3.20
H -3.18 -1.54 2.55
H 3.29 -0.28 1.99
H 5.38 0.66 2.85
H 5.51 1.48 5.19
H 3.52 1.34 6.64
H 1.41 0.42 5.77
H -4.58 2.50 -1.19
H -5.82 0.19 -2.00
H -5.53 -1.10 -0.83
H -4.61 -1.06 -2.33
H 0.02 1.67 0.03
H 0.30 4.61 2.44
H -0.82 6.66 1.74
H -2.67 6.59 0.07
H -3.53 4.43 -0.74
H 0.94 1.45 -2.90
H 2.52 3.12 -3.76
H 4.05 2.55 -5.63
H 3.98 0.28 -6.61
H 2.43 -1.41 -5.71
S 2.21 -3.10 -0.24
C 0.78 -4.01 0.21
C 0.97 -5.39 0.39
C -0.07 -6.23 0.74
C -1.35 -5.73 0.93
C -1.57 -4.38 0.77
C -0.52 -3.54 0.40
S -0.83 -1.80 0.22
H 1.96 -5.79 0.24
H 0.13 -7.29 0.87
H -2.17 -6.38 1.21
H -2.56 -3.96 0.90
*
```



Q: total energy of number 1 (C41H36F5N2OSSiYb)?
A: -4114.3834 Ha



Q: Among the records above, which one has the highest total energy?
A: C41H37BN6PbS2